The following is a DFT calculation (ωB97M-V/def2-TZVPD) of an isolated ion of composition C6H11N and charge +1 at a distorted geometry.

Each line ends with the Mulliken spin population.
Positions of all 18 atoms, in Å:
C1 0.089 -1.469 -2.756  0.008
N1 -0.181 -1.664 0.402  0.149
C2 0.200 -0.544 -0.306  0.149
C3 0.611 -0.610 -1.612  0.448
C4 -0.195 2.246 2.324  0.002
C5 -0.296 0.981 1.597  0.110
C6 0.165 0.728 0.333  0.023
H1 0.855 -1.529 -3.591  0.008
H2 -0.808 -0.977 -3.116  0.040
H3 -0.112 -2.564 -2.421  0.017
H4 -0.611 -1.607 1.351  -0.006
H5 -0.147 -2.546 -0.065  -0.005
H6 1.405 0.055 -1.860  0.030
H7 0.295 3.077 1.891  0.000
H8 0.232 2.025 3.315  0.007
H9 -1.211 2.509 2.543  0.013
H10 -0.783 0.274 2.226  0.008
H11 0.491 1.614 -0.254  0.001

Atoms 1-2, force components in eV/Å:
1.6 -1.6 0.9
-0.2 2.0 -0.4

Net charge: +1
ΔE to the lowest compared entry with this formula, charge and spin: 10.56 kcal per mole
F_max: 0.0816 Eh/bohr
E: -7881.8260 eV
Multiplicity: 2
Gap between HOMO and LUMO (alpha / beta): 9.04 / 7.73 eV
LUMO energy (alpha / beta): -4.401 / -6.419 eV